A 14-piece molecular cluster, C102H222N10O14 overall, computed with ωB97M-V/def2-TZVPD.

highest occupied orbital energy	-0.293	Ha
relative energy (zero: lowest compared OMol25 entry of this formula, charge and spin)	118.2	kJ/mol
gap between HOMO and LUMO	8.355	eV
E_LUMO	0.39	eV

Bonds (Å) are listed after each position.
Atoms and positions in Å:
1 O 2.788 -2.446 -5.375  C94 1.459, H207 0.960
2 O 2.978 -5.999 -0.599  C34 1.442, H128 0.965
3 O 1.458 2.224 0.182  N21 1.439, H149 0.964
4 O -0.284 1.828 -7.862  C124 1.424, H321 0.961
5 O -2.478 -3.344 -8.224  N24 1.451, H316 0.966
6 O -6.933 2.434 -3.157  N20 1.464, H298 0.962
7 O 1.536 -3.459 7.561  N17 1.446, H266 0.959
8 O -1.561 7.739 3.722  N23 1.456, H295 0.963
9 O 4.208 3.009 0.101  N19 1.432, H187 0.961
10 O -6.061 -0.204 -4.515  C65 1.444, H176 0.959
11 O 2.466 -3.753 2.440  N22 1.438, H227 0.961
12 O -4.414 -3.014 2.516  N15 1.438, H219 0.959
13 O 6.920 7.241 -5.363  N16 1.468, H292 0.962
14 O -3.006 -1.802 5.111  N18 1.449, H199 0.964
15 N -4.093 -4.303 1.965  O12 1.438, C89 1.459, C96 1.474
16 N 5.564 6.899 -4.920  O13 1.468, C51 1.491, C105 1.470
17 N 2.063 -2.186 7.122  O7 1.446, C79 1.496, C113 1.480
18 N -3.328 -0.592 5.840  O14 1.449, C49 1.503, C99 1.510
19 N 4.685 2.082 1.082  O9 1.432, C44 1.507, C52 1.494
20 N -5.762 3.291 -3.356  O6 1.464, C100 1.461, C117 1.465
21 N 1.159 1.045 -0.587  O3 1.439, C31 1.501, C84 1.465
22 N 3.355 -4.874 2.582  O11 1.438, C74 1.521, C115 1.510
23 N -1.127 6.665 2.841  O8 1.456, C50 1.494, C69 1.473
24 N -2.517 -3.968 -6.915  O5 1.451, C46 1.493, C111 1.449
25 C 5.014 1.443 3.364  C41 1.549, C52 1.581, H146 1.091, H211 1.101
26 C -4.588 0.544 3.873  C49 1.559, H169 1.091, H267 1.094, H294 1.095
27 C 5.702 3.839 2.601  C52 1.545, H177 1.094, H224 1.097, H247 1.088
28 C 7.144 1.894 0.515  C44 1.552, H144 1.098, H209 1.092, H232 1.092
29 C 1.836 -0.533 1.212  C84 1.546, H150 1.090, H205 1.094, H315 1.086
30 C -4.012 -6.712 2.279  C54 1.519, C96 1.545, H203 1.095, H206 1.090
31 C 0.521 1.442 -1.886  N21 1.501, C43 1.555, C66 1.537, C78 1.569
32 C -1.409 5.444 0.755  C33 1.513, C50 1.608, H151 1.097, H345 1.099
33 C -1.116 4.171 1.519  C32 1.513, C118 1.517, H251 1.093, H262 1.097
34 C 1.618 -6.205 -1.033  O2 1.442, C35 1.528, C60 1.527, H333 1.091
35 C 0.925 -4.848 -0.917  C34 1.528, H137 1.099, H242 1.088, H261 1.095
36 C -5.881 -5.302 3.207  C96 1.523, H212 1.091, H240 1.081, H339 1.096
37 C -4.579 0.485 7.666  C99 1.566, C107 1.515, H145 1.095, H276 1.094
38 C -6.116 3.160 -5.748  C117 1.511, H180 1.092, H221 1.096, H270 1.090
39 C 1.414 -6.260 3.439  C115 1.570, H157 1.092, H200 1.089, H285 1.101
40 C 6.439 6.100 -2.808  C51 1.521, H130 1.092, H140 1.093, H189 1.100
41 C 5.968 0.338 2.844  C25 1.549, C63 1.495, H179 1.092, H265 1.092
42 C -4.921 2.763 -1.101  C100 1.536, H155 1.087, H277 1.096, H304 1.096
43 C -0.858 2.139 -1.708  C31 1.555, H135 1.095, H167 1.093, H327 1.093
44 C 5.763 1.187 0.526  N19 1.507, C28 1.552, C58 1.556, C63 1.503
45 C -0.206 -1.014 7.332  C79 1.545, H162 1.085, H241 1.089, H281 1.092
46 C -1.183 -3.911 -6.246  N24 1.493, C75 1.557, C83 1.536, C102 1.555
47 C 4.850 6.607 -7.383  C105 1.567, H215 1.101, H293 1.084, H307 1.096
48 C -3.890 -1.832 7.932  C99 1.537, H127 1.089, H190 1.097, H204 1.089
49 C -3.427 0.586 4.913  N18 1.503, C26 1.559, C92 1.532, C93 1.544
50 C -2.024 6.632 1.647  N23 1.494, C32 1.608, C62 1.542, C64 1.545
51 C 5.582 5.721 -4.006  N16 1.491, C40 1.521, C95 1.578, C123 1.543
52 C 4.682 2.688 2.448  N19 1.494, C25 1.581, C27 1.545, C77 1.571
53 C -3.892 4.548 -2.446  C80 1.500, C100 1.549, H161 1.092, H286 1.095
54 C -2.686 -6.731 1.537  C30 1.519, C68 1.500, H168 1.092, H299 1.090
55 C 0.487 5.907 4.592  C69 1.568, H322 1.089, H331 1.099, H341 1.094
56 C 0.591 -2.091 5.194  C79 1.516, H154 1.090, H228 1.092, H243 1.087
57 C 2.581 -1.506 9.547  C113 1.570, H183 1.091, H238 1.088, H244 1.092
58 C 5.481 0.701 -0.926  C44 1.556, H289 1.092, H309 1.096, H311 1.095
59 C 3.888 -4.519 -4.560  C94 1.538, H174 1.087, H193 1.087, H325 1.099
60 C 1.700 -6.801 -2.437  C34 1.527, H191 1.100, H220 1.094, H234 1.090
61 C -4.557 4.805 -4.854  C80 1.503, C117 1.547, H152 1.105, H342 1.103
62 C -1.858 7.939 0.845  C50 1.542, H138 1.098, H139 1.090, H213 1.088
63 C 5.679 -0.018 1.422  C41 1.495, C44 1.503, H160 1.088, H308 1.094
64 C -3.524 6.389 1.921  C50 1.545, H192 1.090, H202 1.097, H312 1.092
65 C -4.756 -0.660 -4.934  O10 1.444, C72 1.489, C73 1.522, H248 1.095
66 C 0.271 0.197 -2.751  C31 1.537, C81 1.498, H201 1.101, H214 1.098
67 C 0.493 -1.262 -0.742  C81 1.521, C84 1.556, H143 1.089, H253 1.094
68 C -2.716 -5.663 0.484  C54 1.500, C89 1.554, H153 1.096, H254 1.093
69 C -0.729 5.521 3.680  N23 1.473, C55 1.568, C104 1.536, C118 1.529
70 C 1.665 -0.023 5.948  C79 1.565, C106 1.498, H252 1.098, H332 1.105
71 C 3.791 -7.082 3.564  C86 1.540, C115 1.545, H271 1.098, H340 1.097
72 C -3.701 0.074 -4.183  C65 1.489, H237 1.093, H274 1.094, H306 1.090
73 C -4.662 -2.134 -4.571  C65 1.522, H142 1.089, H158 1.092, H318 1.088
74 C 4.818 -4.456 2.562  N22 1.521, C85 1.549, C88 1.556, C108 1.541
75 C 0.010 -4.611 -6.961  C46 1.557, H186 1.084, H231 1.094, H263 1.094
76 C -0.458 3.924 -6.651  C124 1.514, H147 1.098, H188 1.099, H257 1.103
77 C 3.265 3.241 2.842  C52 1.571, H185 1.090, H223 1.092, H305 1.093
78 C 1.502 2.389 -2.662  C31 1.569, H141 1.100, H300 1.080, H302 1.102
79 C 1.016 -1.355 6.450  N17 1.496, C45 1.545, C56 1.516, C70 1.565
80 C -3.844 5.407 -3.675  C53 1.500, C61 1.503, H166 1.097, H283 1.094
81 C -0.325 -0.944 -1.984  C66 1.498, C67 1.521, H273 1.090, H280 1.091
82 C -2.435 2.815 -7.699  C124 1.507, H134 1.100, H195 1.100, H268 1.088
83 C -0.774 -2.440 -6.076  C46 1.536, H229 1.097, H245 1.095, H323 1.087
84 C 0.720 -0.080 0.244  N21 1.465, C29 1.546, C67 1.556, C114 1.539
85 C 5.601 -5.784 2.417  C74 1.549, C86 1.505, H288 1.084, H347 1.098
86 C 5.304 -6.810 3.477  C71 1.540, C85 1.505, H225 1.095, H319 1.097
87 C 3.521 -0.267 7.509  C106 1.529, C113 1.547, H218 1.092, H330 1.094
88 C 5.371 -3.576 3.720  C74 1.556, H132 1.096, H239 1.091, H249 1.095
89 C -2.949 -4.239 1.061  N15 1.459, C68 1.554, C109 1.554, C126 1.570
90 C -6.974 5.231 -4.491  C117 1.569, H148 1.095, H235 1.096, H301 1.091
91 C 4.291 -2.560 8.039  C113 1.531, H171 1.092, H173 1.085, H334 1.095
92 C -3.633 1.820 5.797  C49 1.532, C107 1.505, H250 1.091, H291 1.092
93 C -2.088 0.829 4.184  C49 1.544, H181 1.099, H226 1.095, H230 1.094
94 C 3.278 -3.155 -4.198  O1 1.459, C59 1.538, C120 1.552, H269 1.105
95 C 4.096 5.476 -3.536  C51 1.578, C125 1.506, H129 1.095, H336 1.091
96 C -4.383 -5.367 2.943  N15 1.474, C30 1.545, C36 1.523, C112 1.559
97 C -5.749 -1.381 6.297  C99 1.553, H303 1.098, H324 1.093, H338 1.088
98 C 3.171 6.724 -5.510  C105 1.559, C125 1.512, H194 1.096, H310 1.096
99 C -4.405 -0.851 6.867  N18 1.510, C37 1.566, C48 1.537, C97 1.553
100 C -5.244 3.867 -2.118  N20 1.461, C42 1.536, C53 1.549, C110 1.561
101 C -2.140 -5.784 -4.789  C102 1.505, C116 1.532, H163 1.097, H272 1.092
102 C -1.378 -4.486 -4.815  C46 1.555, C101 1.505, H275 1.098, H335 1.095
103 C 3.062 -5.170 5.071  C115 1.554, H159 1.098, H222 1.095, H346 1.084
104 C -1.820 4.985 4.619  C69 1.536, H164 1.087, H296 1.090, H343 1.082
105 C 4.579 7.216 -5.964  N16 1.470, C47 1.567, C98 1.559, C122 1.552
106 C 2.451 0.699 6.999  C70 1.498, C87 1.529, H260 1.094, H279 1.093
107 C -4.737 1.728 6.815  C37 1.515, C92 1.505, H136 1.093, H256 1.094
108 C 5.062 -3.667 1.260  C74 1.541, H131 1.098, H233 1.097, H297 1.087
109 C -3.356 -3.320 -0.125  C89 1.554, H184 1.089, H216 1.102, H287 1.095
110 C -6.176 4.912 -1.429  C100 1.561, H156 1.092, H182 1.086, H317 1.093
111 C -3.339 -5.156 -7.025  N24 1.449, C116 1.541, C119 1.540, C121 1.563
112 C -3.682 -5.233 4.329  C96 1.559, H196 1.089, H314 1.096, H344 1.099
113 C 3.068 -1.639 8.060  N17 1.480, C57 1.570, C87 1.547, C91 1.531
114 C -0.570 0.074 1.070  C84 1.539, H172 1.095, H246 1.088, H258 1.091
115 C 2.905 -5.821 3.668  N22 1.510, C39 1.570, C71 1.545, C103 1.554
116 C -3.441 -5.720 -5.596  C101 1.532, C111 1.541, H170 1.089, H236 1.098
117 C -5.901 4.090 -4.577  N20 1.465, C38 1.511, C61 1.547, C90 1.569
118 C -0.207 4.474 2.696  C33 1.517, C69 1.529, H217 1.091, H259 1.090
119 C -2.829 -6.213 -8.023  C111 1.540, H165 1.093, H175 1.083, H255 1.093
120 C 4.077 -2.248 -3.224  C94 1.552, H208 1.104, H264 1.089, H337 1.087
121 C -4.791 -4.732 -7.421  C111 1.563, H178 1.092, H284 1.096, H329 1.087
122 C 4.545 8.765 -6.045  C105 1.552, H197 1.091, H282 1.097, H348 1.096
123 C 6.114 4.425 -4.652  C51 1.543, H133 1.090, H290 1.094, H328 1.097
124 C -0.956 3.083 -7.807  O4 1.424, C76 1.514, C82 1.507, H210 1.091
125 C 3.128 5.454 -4.689  C95 1.506, C98 1.512, H198 1.094, H313 1.109
126 C -1.629 -3.754 1.760  C89 1.570, H278 1.089, H320 1.097, H326 1.090
127 H -3.893 -2.845 7.529  C48 1.089
128 H 2.935 -5.449 0.193  O2 0.965
129 H 3.868 6.257 -2.803  C95 1.095
130 H 7.487 6.149 -3.112  C40 1.092
131 H 4.837 -4.294 0.387  C108 1.098
132 H 5.663 -4.173 4.591  C88 1.096
133 H 7.204 4.421 -4.636  C123 1.090
134 H -2.566 2.150 -6.833  C82 1.100
135 H -1.597 1.512 -1.197  C43 1.095
136 H -5.720 1.737 6.336  C107 1.093
137 H 1.205 -4.352 0.023  C35 1.099
138 H -2.430 8.710 1.378  C62 1.098
139 H -0.810 8.238 0.880  C62 1.090
140 H 6.149 7.092 -2.454  C40 1.093
141 H 2.326 1.725 -2.960  C78 1.100
142 H -4.749 -2.216 -3.489  C73 1.089
143 H 0.032 -2.047 -0.147  C67 1.089
144 H 7.510 2.109 1.528  C28 1.098
145 H -5.420 0.310 8.345  C37 1.095
146 H 5.377 1.901 4.286  C25 1.091
147 H -0.891 4.933 -6.654  C76 1.098
148 H -7.299 5.479 -5.506  C90 1.095
149 H 2.409 2.345 0.076  O3 0.964
150 H 2.628 -1.068 0.687  C29 1.090
151 H -2.112 5.323 -0.079  C32 1.097
152 H -3.936 4.022 -5.327  C61 1.105
153 H -1.820 -5.565 -0.138  C68 1.096
154 H 1.504 -2.274 4.630  C56 1.090
155 H -5.809 2.503 -0.530  C42 1.087
156 H -6.131 5.856 -1.975  C110 1.092
157 H 1.242 -6.421 2.373  C39 1.092
158 H -3.751 -2.565 -4.991  C73 1.092
159 H 4.075 -5.311 5.470  C103 1.098
160 H 4.661 -0.393 1.341  C63 1.088
161 H -3.141 3.757 -2.492  C53 1.092
162 H -0.798 -0.224 6.881  C45 1.085
163 H -2.372 -6.043 -3.748  C101 1.097
164 H -2.481 5.787 4.939  C104 1.087
165 H -1.995 -6.799 -7.628  C119 1.093
166 H -2.810 5.665 -3.937  C80 1.097
167 H -0.829 3.036 -1.084  C43 1.093
168 H -1.814 -6.605 2.183  C54 1.092
169 H -5.525 0.638 4.423  C26 1.091
170 H -3.878 -6.714 -5.680  C116 1.089
171 H 4.604 -2.739 7.009  C91 1.092
172 H -1.404 0.420 0.451  C114 1.095
173 H 5.061 -2.113 8.660  C91 1.085
174 H 3.048 -5.119 -4.905  C59 1.087
175 H -2.544 -5.738 -8.953  C119 1.083
176 H -6.790 -0.760 -4.796  O10 0.959
177 H 5.357 4.581 3.327  C27 1.094
178 H -4.773 -4.134 -8.335  C121 1.092
179 H 5.804 -0.491 3.536  C41 1.092
180 H -7.052 2.597 -5.719  C38 1.092
181 H -1.749 0.012 3.531  C93 1.099
182 H -7.158 4.451 -1.373  C110 1.086
183 H 3.383 -1.813 10.220  C57 1.091
184 H -3.309 -2.279 0.194  C109 1.089
185 H 2.476 2.499 2.723  C77 1.090
186 H 0.048 -4.246 -7.980  C75 1.084
187 H 4.818 3.666 -0.245  O9 0.961
188 H 0.634 4.054 -6.622  C76 1.099
189 H 6.388 5.303 -2.053  C40 1.100
190 H -4.592 -1.829 8.776  C48 1.097
191 H 0.688 -6.863 -2.864  C60 1.100
192 H -3.927 7.370 2.172  C64 1.090
193 H 4.717 -4.461 -5.260  C59 1.087
194 H 2.606 6.591 -6.440  C98 1.096
195 H -2.766 2.189 -8.541  C82 1.100
196 H -3.488 -4.195 4.595  C112 1.089
197 H 4.112 9.140 -5.116  C122 1.091
198 H 2.104 5.237 -4.371  C125 1.094
199 H -2.085 -2.030 5.277  O14 0.964
200 H 0.717 -5.578 3.924  C39 1.089
201 H -0.346 0.576 -3.579  C66 1.101
202 H -4.064 6.032 1.035  C64 1.097
203 H -4.812 -6.931 1.564  C30 1.095
204 H -2.932 -1.497 8.327  C48 1.089
205 H 2.305 0.328 1.697  C29 1.094
206 H -4.005 -7.465 3.066  C30 1.090
207 H 3.497 -2.150 -5.950  O1 0.960
208 H 4.325 -2.931 -2.393  C120 1.104
209 H 7.885 1.210 0.096  C28 1.092
210 H -0.731 3.605 -8.739  C124 1.091
211 H 4.018 1.029 3.583  C25 1.101
212 H -6.175 -6.134 3.850  C36 1.091
213 H -2.275 7.773 -0.146  C62 1.088
214 H 1.230 -0.057 -3.222  C66 1.098
215 H 4.273 5.675 -7.480  C47 1.101
216 H -4.371 -3.682 -0.356  C109 1.102
217 H 0.739 4.843 2.297  C118 1.091
218 H 4.101 0.218 8.296  C87 1.092
219 H -3.783 -2.782 3.199  O12 0.959
220 H 2.305 -6.162 -3.087  C60 1.094
221 H -6.180 3.741 -6.674  C38 1.096
222 H 2.481 -5.707 5.827  C103 1.095
223 H 3.049 4.123 2.235  C77 1.092
224 H 6.676 3.515 2.988  C27 1.097
225 H 5.782 -7.777 3.293  C86 1.095
226 H -1.255 0.887 4.893  C93 1.095
227 H 2.419 -3.258 3.262  O11 0.961
228 H -0.045 -1.475 4.554  C56 1.092
229 H -1.589 -1.880 -5.603  C83 1.097
230 H -2.241 1.767 3.643  C93 1.094
231 H 0.887 -4.331 -6.370  C75 1.094
232 H 7.153 2.764 -0.143  C28 1.092
233 H 6.138 -3.483 1.151  C108 1.097
234 H 2.158 -7.788 -2.373  C60 1.090
235 H -6.603 6.153 -4.029  C90 1.096
236 H -4.113 -5.042 -5.053  C116 1.098
237 H -2.730 -0.388 -4.376  C72 1.093
238 H 2.283 -0.491 9.802  C57 1.088
239 H 6.273 -3.074 3.367  C88 1.091
240 H -6.433 -5.327 2.278  C36 1.081
241 H 0.087 -0.746 8.346  C45 1.089
242 H -0.155 -4.978 -0.874  C35 1.088
243 H 0.074 -3.014 5.445  C56 1.087
244 H 1.721 -2.122 9.819  C57 1.092
245 H 0.093 -2.387 -5.409  C83 1.095
246 H -0.370 0.685 1.948  C114 1.088
247 H 5.936 4.284 1.635  C27 1.088
248 H -4.693 -0.478 -6.012  C65 1.095
249 H 4.633 -2.868 4.111  C88 1.095
250 H -2.678 1.985 6.299  C92 1.091
251 H -0.611 3.535 0.788  C33 1.093
252 H 0.842 0.542 5.489  C70 1.098
253 H 1.483 -1.607 -1.057  C67 1.094
254 H -3.539 -5.820 -0.218  C68 1.093
255 H -3.571 -7.002 -8.173  C119 1.093
256 H -4.707 2.603 7.470  C107 1.094
257 H -0.690 3.396 -5.711  C76 1.103
258 H -0.930 -0.898 1.408  C114 1.091
259 H -0.038 3.570 3.281  C118 1.090
260 H 1.803 0.991 7.831  C106 1.094
261 H 1.257 -4.208 -1.742  C35 1.095
262 H -2.033 3.656 1.830  C33 1.097
263 H -0.104 -5.699 -6.931  C75 1.094
264 H 4.995 -1.827 -3.634  C120 1.089
265 H 7.023 0.598 2.952  C41 1.092
266 H 0.917 -3.314 8.279  O7 0.959
267 H -4.445 -0.307 3.201  C26 1.094
268 H -3.010 3.733 -7.592  C82 1.088
269 H 2.284 -3.375 -3.768  C94 1.105
270 H -5.262 2.484 -5.770  C38 1.090
271 H 3.465 -7.617 2.662  C71 1.098
272 H -1.503 -6.598 -5.140  C101 1.092
273 H -1.359 -0.714 -1.726  C81 1.090
274 H -3.872 -0.065 -3.111  C72 1.094
275 H -0.350 -4.630 -4.456  C102 1.098
276 H -3.680 0.567 8.283  C37 1.094
277 H -4.567 1.895 -1.669  C42 1.096
278 H -1.830 -2.848 2.330  C126 1.089
279 H 2.925 1.572 6.542  C106 1.093
280 H -0.265 -1.862 -2.571  C81 1.091
281 H -0.860 -1.884 7.415  C45 1.092
282 H 3.897 9.085 -6.871  C122 1.097
283 H -4.296 6.389 -3.506  C80 1.094
284 H -5.393 -5.625 -7.622  C121 1.096
285 H 1.318 -7.244 3.923  C39 1.101
286 H -3.639 5.112 -1.543  C53 1.095
287 H -2.644 -3.514 -0.934  C109 1.095
288 H 5.287 -6.197 1.466  C85 1.084
289 H 5.901 -0.305 -0.985  C58 1.092
290 H 5.766 3.536 -4.119  C123 1.094
291 H -3.817 2.628 5.086  C92 1.092
292 H 7.080 8.124 -5.016  O13 0.962
293 H 5.915 6.442 -7.500  C47 1.084
294 H -4.511 1.465 3.286  C26 1.095
295 H -0.967 8.489 3.612  O8 0.963
296 H -2.463 4.300 4.065  C104 1.090
297 H 4.451 -2.770 1.221  C108 1.087
298 H -6.618 1.604 -3.527  O6 0.962
299 H -2.515 -7.700 1.069  C54 1.090
300 H 1.710 3.233 -2.020  C78 1.080
301 H -7.834 4.928 -3.892  C90 1.091
302 H 0.963 2.657 -3.586  C78 1.102
303 H -6.534 -0.613 6.263  C97 1.098
304 H -4.071 3.102 -0.498  C42 1.096
305 H 3.329 3.545 3.889  C77 1.093
306 H -3.712 1.144 -4.394  C72 1.090
307 H 4.434 7.281 -8.140  C47 1.096
308 H 6.394 -0.754 1.042  C63 1.094
309 H 5.908 1.311 -1.730  C58 1.096
310 H 2.678 7.526 -4.949  C98 1.096
311 H 4.427 0.606 -1.204  C58 1.095
312 H -3.709 5.576 2.627  C64 1.092
313 H 3.233 4.587 -5.373  C125 1.109
314 H -2.700 -5.715 4.381  C112 1.096
315 H 1.446 -1.189 1.985  C29 1.086
316 H -3.064 -2.576 -8.233  O5 0.966
317 H -5.751 5.155 -0.452  C110 1.093
318 H -5.453 -2.742 -5.006  C73 1.088
319 H 5.643 -6.543 4.485  C86 1.097
320 H -0.875 -3.472 1.014  C126 1.097
321 H -0.572 1.326 -7.094  O4 0.961
322 H 1.338 6.187 3.972  C55 1.089
323 H -0.518 -2.009 -7.041  C83 1.087
324 H -5.648 -1.652 5.243  C97 1.093
325 H 4.321 -4.913 -3.629  C59 1.099
326 H -1.234 -4.570 2.366  C126 1.090
327 H -1.265 2.319 -2.706  C43 1.093
328 H 5.852 4.311 -5.711  C123 1.097
329 H -5.231 -4.258 -6.548  C121 1.087
330 H 4.186 -0.426 6.655  C87 1.094
331 H 0.691 4.961 5.114  C55 1.099
332 H 2.250 -0.266 5.043  C70 1.105
333 H 1.119 -6.896 -0.353  C34 1.091
334 H 4.112 -3.573 8.416  C91 1.095
335 H -1.928 -3.738 -4.234  C102 1.095
336 H 4.146 4.530 -2.995  C95 1.091
337 H 3.399 -1.451 -2.930  C120 1.087
338 H -6.072 -2.231 6.894  C97 1.088
339 H -6.151 -4.430 3.813  C36 1.096
340 H 3.486 -7.623 4.468  C71 1.097
341 H 0.162 6.706 5.264  C55 1.094
342 H -4.821 5.499 -5.670  C61 1.103
343 H -1.301 4.533 5.453  C104 1.082
344 H -4.343 -5.766 5.027  C112 1.099
345 H -0.516 5.896 0.304  C32 1.099
346 H 2.784 -4.124 5.137  C103 1.084
347 H 6.659 -5.491 2.451  C85 1.098
348 H 5.561 9.130 -6.233  C122 1.096

Results of the Mulliken charge analysis, in e, for atoms 1 through 5:
1 O -0.513
2 O -0.609
3 O 1.148
4 O -0.539
5 O -0.653